The following is a DFT calculation (wB97M-V/def2-TZVPD) of 6 unconnected molecules or ions with the total composition C18H49B3FNO18S5.

E_HOMO   -9.3 eV
DFT total energy   -4289.99138 Eh
Kohn-Sham gap   9.80 eV
E_LUMO   0.017 Eh

ORCA input file:
```
! wB97M-V def2-TZVPD RIJCOSX def2/J DEFGRID3
* xyz 0 1
C -2.20957 -0.96055 1.74452
C -1.45333 -1.33614 3.01570
C -0.18313 -2.11632 2.72501
N 0.86967 -1.25457 2.17004
B 1.28836 -1.49558 0.84122
O 1.94660 -2.67438 0.48584
B 1.35723 -3.30380 -0.58792
O 0.99314 -2.52060 -1.67376
B 0.72317 -1.20318 -1.40884
F 0.13394 -0.48809 -2.35586
O 1.01361 -0.61586 -0.21722
H -2.51245 -1.85996 1.20870
H -1.57271 -0.36343 1.09125
H -3.10224 -0.37981 1.96657
H -2.09870 -1.96236 3.63453
H -1.22591 -0.44203 3.59774
H 0.16335 -2.58179 3.65015
H -0.42038 -2.93844 2.04570
H 0.70547 -0.27473 2.37163
H 1.09331 -4.45676 -0.55278
C -0.28121 -7.00434 -5.61953
C -1.22346 -6.52331 -4.54050
O -1.43527 -7.49211 -3.47935
S -0.25237 -7.71923 -2.45090
C -1.17026 -8.61871 -1.25075
O 0.14205 -6.44855 -1.92090
O 0.73764 -8.57694 -3.02277
H 0.73043 -7.13794 -5.23871
H -0.24609 -6.27133 -6.42442
H -0.60903 -7.96010 -6.02771
H -0.88229 -5.58793 -4.09476
H -2.21897 -6.35329 -4.94435
H -1.93551 -7.97100 -0.83338
H -0.46090 -8.92168 -0.48381
H -1.60563 -9.49073 -1.73041
C 0.68141 2.38104 7.37898
C 0.08616 3.07120 6.17075
O 1.08850 3.52318 5.22570
S 1.81415 2.43235 4.34092
C 2.57307 3.53047 3.19876
O 0.81548 1.64763 3.67365
O 2.82166 1.77007 5.10798
H 1.16978 1.44514 7.11232
H -0.11198 2.16313 8.09469
H 1.42248 3.02270 7.85571
H -0.62853 2.43207 5.65027
H -0.42715 3.98059 6.47188
H 1.79972 4.04310 2.63406
H 3.18759 2.91753 2.54282
H 3.19118 4.23099 3.75298
C -1.67141 -4.38790 -11.58828
C -0.18729 -4.67044 -11.49868
O 0.48647 -3.86942 -10.49650
S 0.25371 -4.25048 -8.97454
C 1.51469 -3.23512 -8.29104
O 0.58643 -5.63129 -8.79199
O -1.02249 -3.76934 -8.54441
H -2.19281 -4.68727 -10.68115
H -2.09274 -4.94325 -12.42660
H -1.85096 -3.32422 -11.74262
H 0.01372 -5.72399 -11.30045
H 0.31285 -4.40456 -12.42725
H 2.48025 -3.59097 -8.63802
H 1.43467 -3.33021 -7.21013
H 1.33605 -2.20758 -8.59501
C 3.40498 7.93641 8.44540
C 2.80525 6.62215 8.89536
O 1.53611 6.77895 9.57951
S 0.26838 7.13731 8.69722
C -0.95279 6.83543 9.92461
O 0.16297 6.17070 7.64524
O 0.27732 8.52810 8.37119
H 2.79856 8.41287 7.67738
H 4.39910 7.75565 8.03601
H 3.48818 8.62746 9.28383
H 2.67236 5.93076 8.06193
H 3.44256 6.13810 9.63192
H -0.93916 5.78111 10.18494
H -1.90776 7.11212 9.48326
H -0.73847 7.46057 10.78676
C -0.49554 2.27289 -1.15343
C -1.55961 2.31527 -2.22373
O -2.29311 3.56882 -2.26048
S -1.55142 4.83832 -2.84804
C -2.96415 5.87762 -2.97960
O -1.05282 4.52159 -4.15173
O -0.66161 5.38120 -1.86879
H 0.30106 2.98973 -1.35156
H -0.05641 1.28530 -1.11561
H -0.91922 2.51581 -0.17753
H -1.14428 2.12018 -3.21280
H -2.32609 1.56610 -2.03657
H -3.64804 5.45175 -3.70776
H -2.60311 6.84843 -3.31168
H -3.42650 5.95974 -2.00006
*
```

---

The following is a DFT calculation (wB97M-V/def2-TZVPD) of a molecular structure, C21H21N5O2SZr.

E_HOMO (alpha / beta)   -18.3 / -18.2 eV
DFT total energy   -1680.76358 Eh
Kohn-Sham gap (alpha / beta)   3.27 / 3.27 eV
E_LUMO (alpha / beta)   -0.551 / -0.551 Eh

ORCA input file:
```
! wB97M-V def2-TZVPD RIJCOSX def2/J DEFGRID3
* xyz 4 1
N 0.84772 -1.98177 0.37390
C 1.20026 -3.09351 0.69228
C 1.47257 -4.38429 1.20389
H 2.25986 -4.26065 1.97229
H 1.80779 -5.01176 0.35650
H 0.52880 -4.73933 1.64634
N -0.71997 0.24795 -2.02243
C -1.43798 0.38922 -2.89587
C -2.35207 0.56205 -3.98293
H -2.05677 -0.17114 -4.73431
H -2.19791 1.58014 -4.35078
H -3.38401 0.38068 -3.60201
N 1.32576 1.69921 0.63757
C 1.85628 2.61971 1.11777
C 2.47038 3.76478 1.76848
H 1.67009 4.49829 1.93552
H 3.24474 4.16158 1.10303
H 2.90735 3.38938 2.71134
Zr 0.77426 -0.02519 -0.55514
C -1.80514 1.56176 0.30099
O -2.80460 2.10097 0.24712
C -2.14673 -0.98416 0.14265
O -3.25758 -1.34756 0.03559
C 2.25407 -1.53159 -1.96866
C 3.05579 -0.98115 -0.94859
C 3.22224 0.40235 -0.85491
C 2.57333 1.25131 -1.78757
C 1.77927 0.70660 -2.78443
C 1.61746 -0.69444 -2.88463
H 2.30527 -2.61588 -2.16835
H 3.72924 -1.66207 -0.38523
H 4.02666 0.82936 -0.22481
H 2.87875 2.31263 -1.84385
H 1.43555 1.33567 -3.62227
H 1.16192 -1.11517 -3.78874
N -0.42349 2.24003 2.95400
C -0.54494 0.93605 3.31261
N -0.57908 -0.10949 2.53508
C -0.95687 -1.24478 3.23961
C -1.30336 -2.54067 2.76673
C -1.66187 -3.58893 3.63643
C -1.73170 -3.34860 5.04154
C -1.43217 -2.07521 5.52697
C -1.05600 -1.06857 4.64541
S -0.65026 0.58985 5.02279
H -0.58829 2.93993 3.66972
H -0.83610 2.47689 2.05311
H -1.27333 -2.70510 1.66077
H -1.88152 -4.59240 3.22427
H -2.04187 -4.17228 5.71575
H -1.48688 -1.83017 6.56934
*
```

---

The following is a DFT calculation (wB97M-V/def2-TZVPD) of 2 unconnected molecules or ions with the total composition C32H32NO.

Energy above the lowest of the compared OMol25 structures with the same formula, charge and spin   0.554 eV
E_HOMO   -9.4 eV
DFT total energy   -1368.29684 Eh
Kohn-Sham gap   4.31 eV
E_LUMO   -0.188 Eh

ORCA input file:
```
! wB97M-V def2-TZVPD RIJCOSX def2/J DEFGRID3
* xyz 1 1
C 4.81205 -0.61541 3.50708
C 4.40695 0.68042 3.16572
C 3.07024 0.95165 2.91301
C 2.09481 -0.07364 3.00306
C 0.69200 0.23760 2.76770
C -0.36011 -0.56689 3.17477
N -1.63487 -0.17645 3.32513
C -2.69367 -1.06781 3.80767
C -3.98080 -0.22956 3.80853
C -3.57398 1.21112 3.46189
C -2.04335 1.21901 3.27479
C 2.51587 -1.37132 3.37810
C 3.86176 -1.63677 3.61220
H 5.86288 -0.83070 3.69673
H 5.14047 1.48036 3.11965
H 2.75599 1.97260 2.68610
H 0.47205 1.24415 2.38401
H -0.15926 -1.62375 3.38459
H -2.78221 -1.94797 3.15553
H -2.45896 -1.44096 4.81923
H -4.66141 -0.62228 3.05370
H -4.48771 -0.29246 4.77224
H -4.05067 1.51182 2.53014
H -3.88433 1.91333 4.23543
H -1.56487 1.81328 4.06928
H -1.76462 1.68764 2.32539
H 1.76293 -2.14527 3.52651
H 4.16495 -2.63659 3.90835
C 5.72299 3.03076 -0.94974
C 4.51800 2.15092 -0.86574
C 4.67052 0.85494 -0.34848
C 3.58232 0.01643 -0.22992
C 2.27846 0.45383 -0.60431
C 1.20414 -0.44993 -0.41920
C -0.03965 -0.48030 -1.10105
C -0.44307 0.39851 -2.15383
C -1.72332 0.34903 -2.69170
C -2.58561 -0.67496 -2.29505
O -3.86968 -0.81153 -2.81283
C -4.04536 -1.06686 -4.18911
C -4.43798 -2.34944 -4.57911
C -4.41464 -2.68691 -5.93354
C -4.08599 -1.72600 -6.89732
C -3.77856 -0.42397 -6.49146
C -3.77224 -0.08188 -5.13472
C -2.19727 -1.61519 -1.32363
C -0.93625 -1.54129 -0.77118
C 2.12976 1.78870 -1.08224
C 3.24166 2.60617 -1.22749
H 5.51049 3.91975 -1.54629
H 6.02633 3.34833 0.05542
H 6.56303 2.48776 -1.39625
H 5.65957 0.51067 -0.04020
H 3.69965 -1.00140 0.14080
H 1.40246 -1.30542 0.22958
H 0.27837 1.06479 -2.61253
H -2.03364 1.07569 -3.44243
H -4.69250 -3.08520 -3.81172
H -4.63745 -3.71016 -6.23022
H -4.06624 -1.99639 -7.95436
H -3.52234 0.33219 -7.23121
H -3.53283 0.93254 -4.81069
H -2.87873 -2.41434 -1.05122
H -0.57516 -2.33814 -0.12498
H 1.14174 2.17351 -1.31925
H 3.12689 3.61966 -1.61935
*
```

---

The following is a DFT calculation (wB97M-V/def2-TZVPD) of 8 unconnected molecules or ions with the total composition C11H38N4O8.

Energy above the lowest of the compared OMol25 structures with the same formula, charge and spin   6.183 eV
E_HOMO   -8.8 eV
DFT total energy   -1262.71921 Eh
Kohn-Sham gap   8.56 eV
E_LUMO   -0.008 Eh

ORCA input file:
```
! wB97M-V def2-TZVPD RIJCOSX def2/J DEFGRID3
* xyz 0 1
N 2.52784 1.30890 3.37431
C 2.17201 0.81205 2.23316
N 1.89982 1.71340 1.33169
O 2.26389 -0.56140 2.00616
H 2.78543 0.59075 4.09461
H 2.44476 2.30306 3.60833
H 1.59462 1.46102 0.35516
H 1.71159 2.72094 1.47741
N -0.80717 1.21709 -2.78319
C -1.19685 0.08136 -3.18538
N -1.96609 -0.53395 -2.37548
O -0.91857 -0.52562 -4.42190
H -0.04142 1.74911 -3.28007
H -1.04775 1.47376 -1.88085
H -2.46252 -1.37724 -2.68674
H -2.14078 -0.19991 -1.41390
C -1.33172 -3.93356 -1.66839
C -1.57048 -3.83288 -3.17315
O -2.90115 -3.28732 -3.24210
H -1.26380 -2.90785 -1.24629
H -0.40223 -4.36816 -1.38687
H -2.12014 -4.44477 -1.16206
H -1.48456 -4.85385 -3.65127
H -0.89666 -3.18325 -3.61339
H -3.27163 -3.48998 -4.11405
C -1.19462 0.25494 2.38302
C -1.15392 -0.24188 0.87843
O -1.57332 0.82743 0.09030
H -0.90221 1.28455 2.47829
H -0.62493 -0.45238 3.00814
H -2.18318 0.24240 2.78102
H -1.63180 -1.15765 0.69837
H -0.10150 -0.48749 0.61738
H -1.10235 1.58382 0.48064
C 1.45195 -1.56422 -1.60473
C 2.23399 -0.19267 -1.51418
O 1.43288 0.86813 -1.12502
H 2.06224 -2.42684 -1.83542
H 0.64104 -1.58446 -2.33814
H 0.94612 -1.79884 -0.65323
H 3.03405 0.07189 -2.24116
H 2.86370 -0.36031 -0.64694
H 0.74342 0.89493 -1.80418
C -1.30384 3.98996 -0.06839
O -0.17012 3.18668 -0.52523
H -2.08251 3.49801 0.50933
H -1.68491 4.71366 -0.80123
H -0.83968 4.64104 0.63040
H 0.23734 3.54621 -1.33686
C 0.27118 3.73604 3.56216
O 1.60000 4.00420 3.65400
H -0.35421 4.63503 3.73492
H -0.10290 3.08391 4.35063
H -0.00927 3.27395 2.56688
H 1.86509 4.51421 2.87515
C 0.89163 -3.65366 1.09523
O 1.44510 -3.13876 2.22708
H 1.50155 -3.93217 0.21686
H -0.00026 -2.96218 0.91357
H 0.49749 -4.58543 1.49170
H 1.72031 -2.24376 2.05544
*
```